(1)
Formula: C21H54Br3N4O4
Source: the OMol25 dataset
Level of theory: ωB97M-V/def2-TZVPD

Positions of all 86 atoms, in Å:
C: 8.9840 17.0090 10.5968
C: 9.9059 16.2628 9.6262
C: 9.2175 15.6443 8.4676
C: 8.8241 16.4960 7.2331
C: 10.1331 16.9932 6.6650
C: 10.9269 17.8627 7.7211
N: 11.0237 17.2668 9.0498
O: 11.7754 17.7236 9.8930
C: 10.2064 19.2160 8.0463
C: 12.2809 18.1518 7.1096
C: 10.6822 15.1968 10.4220
H: 9.6076 17.6386 11.2777
H: 8.3815 16.2618 11.2061
H: 8.3033 17.7199 10.1086
H: 8.2194 15.4222 8.9266
H: 9.8272 14.7605 8.1869
H: 8.1330 17.2691 7.6004
H: 8.2194 15.8729 6.6015
H: 10.0617 17.5666 5.7128
H: 10.7705 16.1218 6.4136
H: 9.9951 19.5552 7.1123
H: 10.7586 19.8982 8.6322
H: 9.2987 18.9508 8.5748
H: 12.9026 17.2554 7.0027
H: 12.8179 18.8907 7.7321
H: 12.1302 18.5669 6.1028
H: 11.4876 14.7394 9.7770
H: 9.9959 14.4024 10.7246
H: 11.1270 15.5752 11.3232
C: 10.9045 14.0485 17.2200
C: 9.5652 14.0049 16.5817
C: 8.8262 15.3292 16.9954
O: 7.4627 15.4569 16.4703
C: 6.8353 16.6481 17.0039
N: 9.8878 13.9666 15.1280
H: 10.6050 14.7371 14.9822
H: 10.3519 13.0992 14.9605
H: 9.0473 14.0639 14.4132
H: 10.8358 13.6762 18.2410
H: 11.3136 15.0645 17.1639
H: 11.5389 13.2534 16.8022
H: 9.0084 13.0848 16.7256
H: 9.3730 16.1819 16.6508
H: 8.8364 15.3275 18.0762
H: 7.1346 16.9797 17.9865
H: 5.7309 16.3921 17.1281
H: 6.9524 17.5153 16.2700
C: 9.3232 8.6235 12.5884
C: 9.2848 9.3499 11.2138
C: 7.8516 9.9180 10.9264
O: 7.6631 10.4713 9.6690
C: 6.4279 9.9577 9.0025
N: 10.1879 10.6029 11.2827
H: 9.7186 11.4869 11.0298
H: 10.5334 10.7485 12.2637
H: 11.0285 10.4944 10.6670
H: 9.3865 9.4158 13.3622
H: 10.2398 8.0280 12.6826
H: 8.5681 7.8822 12.7225
H: 9.5926 8.7542 10.3221
H: 7.6939 10.7258 11.6949
H: 7.0091 9.1625 11.1341
H: 6.3389 10.5848 8.1129
H: 5.5718 10.0237 9.7085
H: 6.5590 8.9201 8.8305
C: 15.3715 9.3631 13.1200
C: 14.4695 8.0686 13.0875
C: 14.6940 7.3214 14.4025
O: 13.8068 6.2510 14.5973
C: 13.4244 5.9771 15.9177
N: 13.0489 8.4398 13.0012
H: 12.7943 8.8852 12.0378
H: 12.6524 7.6019 13.3477
H: 12.8609 9.2003 13.6786
H: 14.8082 10.2291 13.4775
H: 15.7748 9.6719 12.1508
H: 16.0303 9.2908 13.9743
H: 14.6957 7.4717 12.1793
H: 14.3483 8.0256 15.1847
H: 15.7409 7.0671 14.6074
H: 14.1648 5.3074 16.3768
H: 12.4824 5.4661 15.8672
H: 13.3948 6.8535 16.5506
Br: 12.9885 10.2240 10.4667
Br: 7.9858 14.5082 12.8821
Br: 11.6008 10.8149 14.6291

Calculated values
* total charge: +1
* highest occupied orbital energy: -10.57 eV

These are the Löwdin partial charges, in e, on atoms 1 to 6: atom 1 (C): -0.0491, atom 2 (C): -0.4353, atom 3 (C): -0.1429, atom 4 (C): -0.1528, atom 5 (C): -0.1127, atom 6 (C): -0.4455


(2)
Formula: C23H27ClIO2P2Tl
Source: the OMol25 dataset
Level of theory: ωB97M-V/def2-TZVPD

Positions of all 57 atoms, in Å:
C: 0.7587 -0.2049 -1.9893
I: -0.9678 -0.8247 -0.6929
H: 1.7852 -0.5605 -1.8508
H: 0.7188 0.8992 -1.8689
H: 0.4868 -0.4194 -3.0457
Tl: 2.8513 0.5419 2.4916
P: -0.2687 -3.0836 -0.6874
C: -0.8151 -3.6309 -2.2851
C: 1.5250 -2.9992 -0.5415
H: -0.4676 -3.7857 1.5819
H: -0.6226 -5.1555 0.4190
H: -1.9872 -4.0266 0.6657
C: -0.8987 -4.1082 0.6254
H: 1.7644 -2.6644 0.5037
H: 1.9539 -4.0139 -0.7504
H: -0.5439 -4.6772 -2.4093
H: -0.3902 -3.0358 -3.0889
H: 1.9201 -2.2760 -1.2721
H: -1.8937 -3.5484 -2.3187
C: -1.1018 1.4903 -3.6327
O: -1.7207 2.4291 -3.8483
Cl: 1.4043 -1.6475 2.7133
O: 0.3598 2.1450 0.8234
P: -0.3664 3.3190 1.4314
C: -1.8085 3.8378 0.5174
C: -2.9420 2.9993 0.4616
C: -4.0861 3.4258 -0.2213
C: -4.0981 4.6416 -0.9216
C: -2.9514 5.4413 -0.8958
C: -1.8117 5.0451 -0.1940
C: -0.9242 2.8898 3.0902
C: 0.0157 2.2834 3.9453
C: -0.3963 1.7145 5.1515
C: -1.7447 1.7695 5.5441
C: -2.6533 2.4852 4.7522
C: -2.2442 3.0620 3.5396
C: 0.6850 4.7541 1.6330
C: 1.9421 4.7644 1.0069
C: 2.7987 5.8506 1.1864
C: 2.4348 6.9358 1.9936
C: 1.1653 6.9383 2.5872
C: 0.2885 5.8567 2.4103
H: -2.9375 2.0055 0.9273
H: -4.9778 2.7963 -0.2564
H: -4.9843 4.9752 -1.4720
H: -2.9208 6.3698 -1.4681
H: -0.9048 5.6497 -0.2677
H: 1.0762 2.1996 3.6704
H: 0.3369 1.1700 5.7602
H: -2.0828 1.2605 6.4590
H: -3.7020 2.5397 5.0601
H: -2.9813 3.5980 2.9388
H: 2.2718 3.9363 0.3704
H: 3.7746 5.8544 0.6968
H: 3.1364 7.7645 2.1557
H: 0.8625 7.7821 3.2109
H: -0.6955 5.8648 2.8821

Calculated values
* total charge: +2
* highest occupied orbital energy: -13.43 eV

These are the Löwdin partial charges, in e, on atoms 1 to 6: atom 1 (C): -0.3118, atom 2 (I): 1.3670, atom 3 (H): 0.0401, atom 4 (H): 0.0128, atom 5 (H): 0.0156, atom 6 (Tl): 0.6198


(3)
Formula: C15H19ClN2O4
Source: the OMol25 dataset
Level of theory: ωB97M-V/def2-TZVPD

Positions of all 41 atoms, in Å:
O: -1.9817 -1.7909 1.5905
C: -1.7351 -1.7856 0.3968
N: -2.6232 -1.7030 -0.5989
C: -4.0393 -1.4994 -0.4172
C: -4.3375 -0.1015 0.1620
O: -3.6921 0.9018 -0.5923
C: -2.4274 1.3017 -0.2638
C: -1.6814 1.8506 -1.3084
C: -0.4164 2.3544 -1.0888
C: 0.1199 2.3097 0.1883
Cl: 1.6925 2.9662 0.4890
C: -0.6010 1.7607 1.2332
C: -1.8723 1.2628 1.0122
C: -0.3061 -1.8874 -0.1447
O: -0.0882 -1.9124 -1.3459
N: 0.6011 -1.9539 0.8299
C: 2.0204 -2.0849 0.6170
C: 2.7388 -0.7224 0.4811
C: 2.7012 -0.1870 -0.9540
C: 3.9912 -0.7567 -1.5394
C: 4.9215 -0.7013 -0.3293
O: 4.1071 -0.8890 0.8182
H: -2.2190 -1.6562 -1.5270
H: -4.4252 -2.2494 0.2795
H: -4.5242 -1.6142 -1.3865
H: -4.0469 -0.0768 1.2133
H: -5.4089 0.1005 0.0843
H: -2.1218 1.8818 -2.2922
H: 0.1505 2.7792 -1.9017
H: -0.1797 1.7320 2.2259
H: -2.4083 0.8493 1.8510
H: 0.2394 -1.8731 1.7722
H: 2.1697 -2.6671 -0.2955
H: 2.4588 -2.6194 1.4617
H: 2.2918 -0.0209 1.1972
H: 2.7423 0.9015 -0.9476
H: 1.8081 -0.5096 -1.4821
H: 3.8443 -1.7879 -1.8615
H: 4.3703 -0.1770 -2.3771
H: 5.4116 0.2796 -0.2603
H: 5.6897 -1.4785 -0.3349

Calculated values
* structure (SMILES): O=C(NCCOc1ccc(Cl)cc1)C(=O)NC[C@@H]1CCCO1
* highest occupied orbital energy: -8.54 eV
* ΔE to the lowest compared entry with this formula, charge and spin: 7.1 kcal per mole

These are the Löwdin partial charges, in e, on atoms 1 to 6: atom 1 (O): 0.0701, atom 2 (C): -0.4197, atom 3 (N): 0.0912, atom 4 (C): -0.1177, atom 5 (C): -0.1603, atom 6 (O): -0.0399